Entry 1:
{"formula": "C24H25GaNO6P3", "method": "ωB97M-V with the def2-TZVPD basis set", "species": ["Ga", "N", "C", "C", "P", "O", "O", "O", "P", "O", "O", "O", "H", "H", "H", "H", "H", "H", "H", "H", "C", "C", "C", "C", "C", "C", "P", "C", "C", "C", "C", "C", "C", "C", "C", "C", "C", "C", "C", "C", "C", "C", "C", "H", "H", "H", "H", "H", "H", "H", "H", "H", "H", "H", "H", "H", "H", "H", "H", "H"], "xyz": [[-0.416245, -1.118351, 0.079679], [-2.227592, -3.339231, -3.625405], [-1.924768, -2.218462, -2.553145], [-2.788791, -1.015931, -2.904816], [-2.374203, -2.990697, -0.861612], [-3.712487, -2.188301, -0.429116], [-2.867991, -4.369922, -1.275358], [-1.351749, -2.742510, 0.195142], [-0.052749, -1.863539, -2.688343], [-0.004615, -0.415386, -3.412592], [0.372011, -2.843919, -3.772224], [0.622560, -1.712766, -1.367368], [-2.533433, -4.132254, -3.012677], [-1.263564, -3.547137, -3.978970], [-2.887346, -3.081933, -4.342896], [-3.853813, -1.267039, -2.875992], [-2.558392, -0.636912, -3.905531], [-2.614551, -0.205476, -2.190056], [-3.927342, -2.519196, 0.462922], [0.941848, -0.181746, -3.442824], [2.079031, 5.028578, -1.597553], [2.336919, 3.862528, -2.312836], [1.905622, 2.627802, -1.819068], [1.208143, 2.538317, -0.602942], [0.957091, 3.726188, 0.102368], [1.390233, 4.960876, -0.389955], [0.676993, 0.888328, -0.032851], [-0.802082, 1.284055, 0.968234], [-1.977546, 1.650028, 0.286131], [-3.149296, 1.966902, 0.978878], [-3.170002, 1.917792, 2.368906], [-2.020120, 1.553584, 3.063549], [-0.846487, 1.240058, 2.369356], [1.943494, 0.389614, 1.185094], [2.985610, 1.226280, 1.613556], [3.931914, 0.783306, 2.539975], [3.860472, -0.509541, 3.051649], [2.843883, -1.379051, 2.639459], [2.756405, -2.689577, 3.138916], [1.738659, -3.547057, 2.718419], [0.799344, -3.103749, 1.793912], [0.879880, -1.806133, 1.293425], [1.887199, -0.925370, 1.699348], [2.413406, 5.988892, -1.980883], [2.872789, 3.910624, -3.257195], [2.120306, 1.731633, -2.398525], [0.427567, 3.710440, 1.052181], [1.186526, 5.868226, 0.172824], [-1.989742, 1.697445, -0.801650], [-4.043141, 2.250410, 0.429617], [-4.080287, 2.160979, 2.910018], [-2.031848, 1.510438, 4.149644], [0.027408, 0.965207, 2.953526], [3.088446, 2.239902, 1.236484], [4.729138, 1.450523, 2.858414], [4.608497, -0.834757, 3.771162], [3.484417, -3.052533, 3.861451], [1.681089, -4.558458, 3.111805], [0.001474, -3.758230, 1.456953], [-1.288193, -0.573795, 1.319387]], "forces_ev_per_a": [[-0.791, -1.335, 2.333], [1.579, 0.297, 2.099], [-0.101, -0.034, -0.148], [-0.137, 0.345, 0.015], [-3.050, -2.229, -1.931], [0.375, 0.191, 0.211], [1.442, 1.095, 0.412], [-0.633, -1.829, -0.957], [-0.571, -1.374, -4.421], [0.137, 0.295, 0.518], [-0.276, 0.401, 1.885], [0.339, -1.010, -1.069], [-0.393, -0.020, -0.077], [-0.086, 0.130, -0.373], [-0.149, 0.199, -0.070], [0.144, -0.030, 0.178], [0.148, -0.030, 0.149], [-0.085, -0.089, -0.106], [-0.118, 0.413, -0.289], [-0.466, 0.176, -0.144], [-0.032, -0.128, 0.018], [-0.085, -0.193, 0.198], [-0.034, 0.269, 0.056], [0.202, 0.423, -0.632], [0.045, 0.111, 0.034], [-0.005, -0.394, -0.057], [0.665, 2.144, 1.127], [-0.763, 2.307, 1.020], [0.151, 0.696, 0.332], [0.507, -0.184, -0.154], [-0.068, -0.143, 0.031], [0.352, -0.114, -0.450], [-0.023, 1.113, 0.291], [1.381, 1.202, 0.429], [-1.043, -0.149, -0.705], [0.242, -1.091, 0.645], [0.578, 1.419, -0.170], [0.271, 0.016, 0.186], [-0.790, -1.238, -0.079], [1.177, 0.472, 0.717], [0.044, 1.061, -0.418], [0.634, -0.987, 0.793], [0.132, -0.702, 0.384], [-0.050, -0.145, 0.044], [-0.085, -0.035, 0.149], [-0.057, 0.095, 0.155], [0.026, -0.167, -0.186], [0.017, -0.175, -0.064], [0.088, -0.044, 0.079], [0.141, -0.050, 0.051], [0.120, -0.030, -0.079], [0.038, -0.011, -0.172], [0.008, -0.060, -0.241], [-0.161, -0.117, -0.066], [-0.141, -0.101, -0.059], [-0.137, -0.049, -0.077], [-0.036, 0.195, -0.105], [0.075, 0.112, -0.001], [0.237, 0.052, 0.145], [-0.932, -0.941, -1.382]], "lowdin_charge": [0.090, 0.166, -0.412, -0.094, 0.417, -0.142, -0.319, -0.274, 0.416, -0.150, -0.315, -0.242, 0.105, 0.107, 0.148, 0.091, 0.089, 0.073, 0.096, 0.078, -0.084, -0.080, -0.087, -0.336, -0.074, -0.073, 1.135, -0.487, -0.136, -0.074, -0.088, -0.070, -0.117, -0.264, -0.068, -0.076, -0.022, -0.182, -0.035, -0.067, -0.066, -0.154, -0.200, 0.105, 0.105, 0.095, 0.112, 0.106, 0.103, 0.104, 0.100, 0.106, 0.116, 0.098, 0.101, 0.113, 0.107, 0.101, 0.096, 0.108], "homo_ev": -7.1, "lumo_energy_ev": 0.2, "e_tot_ha": -4384.71748, "homo_lumo_gap_ev": 7.302, "largest_force_ha_per_bohr": 0.0907}

Entry 2:
{"formula": "C26H28MnN7O5S2", "method": "ωB97M-V with the def2-TZVPD basis set", "species": ["Mn", "C", "C", "O", "C", "C", "C", "N", "N", "C", "O", "C", "C", "C", "C", "C", "C", "H", "H", "H", "H", "H", "H", "H", "H", "H", "H", "H", "H", "C", "C", "N", "N", "C", "N", "S", "C", "C", "C", "C", "C", "N", "H", "H", "H", "H", "H", "H", "H", "H", "H", "H", "N", "C", "C", "C", "C", "C", "C", "S", "O", "O", "O", "H", "H", "H", "H", "H", "H"], "xyz": [[-0.521708, 0.126827, -0.572118], [1.250945, 2.544651, 2.481939], [0.314126, 1.572312, 1.809154], [0.425771, 1.498742, 0.530344], [-0.555244, 0.846260, 2.605983], [-1.448321, -0.183174, 2.191004], [-2.243507, -0.903572, 3.245766], [-1.568739, -0.517216, 0.937952], [-2.462518, -1.561701, 0.637254], [-2.446156, -1.779506, -0.644970], [-1.745561, -1.131614, -1.517004], [-3.328760, -2.869046, -1.171798], [-4.172600, -3.589871, -0.326982], [-4.977838, -4.595578, -0.834084], [-4.949224, -4.895834, -2.191825], [-4.110901, -4.182942, -3.034372], [-3.302754, -3.173659, -2.527001], [1.740238, 3.168557, 1.737012], [2.022929, 1.999078, 3.027257], [0.723073, 3.171917, 3.200962], [-0.497984, 1.033879, 3.669438], [-2.000764, -0.513130, 4.231469], [-2.034180, -1.973450, 3.215967], [-3.313555, -0.797858, 3.062039], [-4.176827, -3.342000, 0.725742], [-5.628892, -5.147915, -0.167487], [-5.577802, -5.684359, -2.587409], [-4.080971, -4.413316, -4.092441], [-2.635998, -2.610428, -3.166357], [1.190830, 2.806201, -3.516323], [0.371831, 2.007688, -2.557753], [0.680835, 0.828834, -2.120492], [1.918180, 0.360079, -2.503865], [2.166768, -0.944106, -2.824199], [3.515507, -1.208771, -2.802348], [1.006191, -2.022036, -3.227191], [-0.913445, 2.504751, -2.030604], [-1.428096, 3.770919, -2.274323], [-2.618578, 4.125184, -1.660231], [-3.249139, 3.212292, -0.828720], [-2.671200, 1.970645, -0.629652], [-1.525625, 1.624926, -1.223198], [1.586044, 2.153091, -4.295673], [2.036527, 3.288276, -3.016840], [0.601471, 3.586532, -3.988915], [2.671669, 1.027203, -2.544240], [4.072658, -0.744297, -2.097879], [3.742996, -2.179472, -2.942183], [-0.909252, 4.478733, -2.903152], [-3.037621, 5.109343, -1.822413], [-4.172593, 3.454251, -0.321740], [-3.100515, 1.224327, 0.024555], [1.356610, -1.332435, 0.326970], [2.327575, -0.809152, 1.218088], [3.306202, 0.044930, 0.713427], [4.251126, 0.610747, 1.551093], [4.235742, 0.343026, 2.912981], [3.255927, -0.500621, 3.414276], [2.306276, -1.075017, 2.579163], [5.476323, 1.070422, 3.983518], [6.618071, 0.174478, 3.874966], [4.847338, 1.082783, 5.296727], [5.701889, 2.388220, 3.402530], [0.877376, -2.164564, 0.646207], [1.753768, -1.548409, -0.577693], [3.290584, 0.294884, -0.342495], [4.995462, 1.295243, 1.163855], [3.234048, -0.687971, 4.480256], [1.533968, -1.717232, 2.988062]], "forces_ev_per_a": [[1.381, 0.153, -0.187], [-0.033, 0.015, 0.008], [-0.002, 0.174, -0.004], [-0.194, -0.564, -0.091], [-0.049, -0.064, -0.040], [0.117, 0.092, 0.030], [-0.021, -0.005, -0.026], [-0.221, -0.160, 0.104], [0.136, 0.164, 0.016], [-0.310, -0.231, -0.189], [0.457, 0.020, 0.449], [0.013, 0.050, 0.155], [0.041, 0.055, -0.020], [0.013, 0.010, 0.002], [-0.035, -0.021, 0.036], [0.036, 0.022, -0.030], [0.019, 0.004, -0.026], [-0.020, 0.007, -0.008], [0.028, -0.012, -0.014], [-0.003, -0.001, 0.001], [-0.002, 0.007, 0.002], [-0.011, 0.003, 0.006], [0.014, 0.006, -0.020], [0.007, 0.009, -0.014], [-0.018, -0.016, 0.005], [-0.006, -0.015, -0.017], [-0.001, 0.002, -0.002], [-0.003, -0.006, 0.003], [-0.009, 0.003, -0.007], [0.168, -0.070, 0.021], [-0.657, 0.069, 0.223], [-0.188, 0.024, -0.122], [-0.019, 0.008, -0.096], [0.347, 0.445, 0.080], [-0.103, -0.065, 0.011], [-0.194, -0.248, -0.012], [0.802, -0.211, -0.211], [-0.347, 0.066, 0.136], [0.200, 0.062, -0.169], [-0.078, -0.230, 0.113], [-0.174, 0.257, -0.242], [-0.594, 0.263, 0.300], [0.013, 0.007, -0.012], [-0.004, 0.003, 0.011], [-0.006, -0.032, 0.003], [0.067, 0.035, 0.074], [-0.011, -0.023, 0.006], [-0.012, -0.002, -0.057], [0.023, -0.037, -0.008], [-0.020, -0.003, 0.017], [0.003, 0.025, -0.006], [-0.029, 0.016, 0.005], [-0.757, 0.019, -0.586], [0.193, 0.104, -0.001], [-0.021, -0.063, 0.054], [0.051, 0.053, -0.014], [-0.083, -0.138, -0.125], [0.025, -0.001, 0.111], [-0.025, -0.030, -0.082], [0.040, 0.116, 0.096], [-0.005, -0.041, -0.031], [0.005, 0.008, -0.039], [-0.022, -0.028, 0.016], [0.066, 0.029, 0.269], [0.024, -0.122, 0.046], [-0.018, 0.032, 0.076], [0.013, -0.002, 0.019], [0.012, 0.004, 0.001], [-0.009, 0.000, 0.002]], "lowdin_spin": [1.141, -0.001, 0.001, 0.008, 0.002, -0.001, -0.001, -0.004, 0.002, 0.004, 0.010, -0.001, 0.000, 0.000, 0.001, 0.000, 0.001, 0.000, 0.000, 0.000, 0.000, 0.000, 0.000, 0.000, 0.000, 0.000, 0.000, 0.000, 0.000, -0.006, -0.035, -0.020, -0.002, -0.001, -0.001, 0.001, -0.023, -0.004, -0.017, -0.008, -0.012, -0.026, -0.001, -0.002, 0.000, 0.000, 0.000, 0.000, 0.000, -0.001, 0.000, -0.001, -0.003, 0.000, 0.000, 0.000, 0.000, 0.000, 0.000, 0.000, 0.000, 0.000, 0.000, 0.000, 0.000, 0.000, 0.000, 0.000, 0.000], "multiplicity": 2, "total_charge": -1, "homo_ev": [-4.6, -4.5], "lumo_energy_ev": [1.3, 1.3], "s_squared": 0.84, "de_lowest_kcal_mol": 7.6, "e_tot_ha": -3714.56209, "homo_lumo_gap_ev": [5.892, 5.823], "largest_force_ha_per_bohr": 0.0273}

Entry 3:
{"formula": "H20O10", "method": "ωB97M-V with the def2-TZVPD basis set", "species": ["O", "H", "H", "O", "H", "H", "O", "H", "H", "O", "H", "H", "O", "H", "H", "O", "H", "H", "O", "H", "H", "O", "H", "H", "O", "H", "H", "O", "H", "H"], "xyz": [[-1.767500, -2.912600, 0.722200], [-2.689500, -3.028600, 0.900200], [-1.697500, -2.307600, -0.007800], [-2.216500, 2.432400, -2.531800], [-1.407500, 2.065400, -2.175800], [-2.011500, 3.353400, -2.746800], [0.333500, -2.196600, -1.404800], [1.185500, -2.646600, -1.496800], [0.442500, -1.358600, -0.959800], [0.704500, 2.277400, 1.823200], [-0.165500, 1.887400, 1.790200], [1.293500, 1.524400, 1.876200], [0.226500, 1.787400, -1.591800], [0.288500, 1.410400, -2.471800], [0.952500, 2.425400, -1.490800], [-2.608500, 0.064400, -0.288800], [-3.092500, -0.239600, 0.541200], [-1.651500, 0.068400, -0.060800], [2.165500, -0.093600, 1.938200], [3.015500, 0.355400, 2.144200], [2.152500, -0.928600, 2.451200], [2.482500, -0.434600, -2.632800], [2.043500, -1.252600, -2.567800], [2.715500, -0.092600, -1.789800], [0.098500, -0.050600, 0.315200], [0.217500, 0.629400, -0.324800], [0.755500, 0.133400, 1.002200], [-0.771500, -1.265600, 3.136200], [-0.183500, -0.686600, 3.623200], [-0.810500, -0.919600, 2.279200]], "forces_ev_per_a": [[0.814, -0.333, 0.572], [-0.786, -0.029, 0.048], [-0.042, 0.312, -0.676], [-0.588, 0.481, -0.580], [-0.125, 0.271, 0.382], [-0.034, -0.350, 0.108], [0.059, -0.929, -0.991], [-0.408, 0.184, 0.430], [0.322, 0.310, 0.672], [0.277, 0.694, -0.019], [-0.538, -0.011, -0.043], [0.094, 0.060, 0.347], [0.666, 0.315, 0.303], [0.494, -0.218, -0.362], [-0.378, -0.224, -0.164], [-0.468, -0.622, 1.561], [1.153, 0.645, -1.627], [-1.002, -0.139, 0.213], [1.407, -0.333, 0.866], [-0.730, -0.586, -0.112], [-0.008, 0.608, -0.389], [0.787, 1.629, -1.743], [-0.953, -1.340, 0.460], [0.132, -0.033, 1.174], [-0.251, -1.335, 1.092], [0.152, 1.475, -1.197], [-0.059, -0.493, -0.382], [0.266, -0.793, 2.131], [-0.029, 0.205, 0.188], [-0.226, 0.578, -2.263]], "lowdin_charge": [-0.037, 0.027, -0.012, -0.064, -0.041, 0.037, -0.043, 0.046, -0.021, -0.037, 0.035, -0.029, -0.029, 0.082, 0.104, -0.088, 0.073, -0.017, -0.055, 0.106, 0.102, -0.011, -0.016, 0.016, -0.079, -0.014, -0.003, -0.019, 0.030, -0.040], "smiles": "O.O.O.O.O.O.O.O.O.O", "homo_ev": -10.7, "lumo_energy_ev": -0.5, "de_lowest_kcal_mol": 77.8, "e_tot_ha": -764.35799, "homo_lumo_gap_ev": 10.164, "largest_force_ha_per_bohr": 0.0489}

Entry 4:
{"formula": "C3H3N3O", "method": "ωB97M-V with the def2-TZVPD basis set", "species": ["C", "C", "O", "H", "H", "C", "N", "H", "N", "N"], "xyz": [[1.106591, 1.541327, -0.075291], [1.682382, 0.489742, 0.028295], [2.399491, -0.596591, 0.140233], [0.665491, 2.504707, -0.165699], [1.785509, -1.355009, 0.170026], [-1.253202, -1.709181, 0.072308], [-0.109022, -1.602935, 0.106260], [-2.315520, -1.810784, 0.041103], [-1.648056, 1.676847, -0.182945], [-2.244008, 0.754840, -0.137604]], "forces_ev_per_a": [[0.567, -0.268, 0.044], [0.152, 0.487, -0.031], [-0.069, 0.140, -0.013], [0.077, -0.173, 0.015], [-0.065, 0.164, -0.016], [1.013, -0.217, 0.052], [-1.226, -0.467, -0.010], [0.070, -0.021, 0.003], [-1.177, -1.184, 0.043], [0.658, 1.541, -0.087]], "lowdin_charge": [0.033, -0.331, 0.024, 0.001, 0.055, -0.051, 0.104, 0.056, 0.066, 0.043], "smiles": "C#CO.C#N.N#N", "homo_ev": -9.1, "lumo_energy_ev": 0.9, "de_lowest_kcal_mol": 60.5, "e_tot_ha": -355.54345, "homo_lumo_gap_ev": 9.915, "largest_force_ha_per_bohr": 0.0326}